Entry from the OMol25 dataset: a structure of composition C42H50I4N5O3P2Sc (wB97M-V/def2-TZVPD).

Frontier orbital gap (alpha / beta), eV: 5.75 / 5.39
Electronic energy, eV: -129639.8946
ΔE to the lowest compared entry with this formula, charge and spin, kJ/mol: 98.15
Max |F|, hartree/bohr: 0.01219
Spin multiplicity: 2
Total charge: +1
LUMO level (alpha / beta), Eh: -0.102 / -0.115

The geometry in XYZ format:
```
107
Properties=species:S:1:pos:R:3:lowdin_charge:R:1
Sc -0.03550 0.07053 0.78531 0.56
O -0.09180 0.20296 -1.21368 -0.22
C -0.28838 1.18901 -2.01370 -0.43
C -0.73246 1.29716 -3.38538 -0.21
C -1.09838 0.44242 -4.42135 -0.01
C -1.47973 1.04612 -5.61874 -0.07
C -1.50383 2.43019 -5.77434 -0.07
C -1.15960 3.29068 -4.72018 -0.04
C -0.80346 2.71317 -3.53227 -0.22
P -0.18452 2.98697 -1.84814 1.01
C -1.53911 3.51410 -0.80954 -0.30
C -2.79608 2.71685 -0.97110 -0.18
C -4.07129 3.30025 -0.31173 -0.16
C -3.78653 4.26463 0.79649 -0.03
C -2.57966 4.79102 0.99282 -0.06
C -1.44207 4.45346 0.13506 -0.08
C 1.10046 4.23753 -2.10508 -0.36
C 0.59482 5.50330 -2.40291 -0.09
C 1.46820 6.52383 -2.74562 -0.06
C 2.83041 6.27210 -2.82464 -0.06
C 3.32225 5.00200 -2.56100 -0.06
C 2.46066 3.97863 -2.19604 -0.13
H -1.06540 -0.63409 -4.32052 0.11
H -1.75718 0.42333 -6.45934 0.11
H -1.79418 2.84675 -6.72920 0.11
H -1.18402 4.36439 -4.85616 0.11
H -2.98362 2.50527 -2.02539 0.15
H -4.79448 3.74241 -1.00094 0.15
H -4.61696 4.57318 1.42116 0.12
H -2.42141 5.51889 1.77764 0.11
H -0.50701 4.97824 0.29205 0.10
H -0.47032 5.69747 -2.34934 0.11
H 1.08333 7.51388 -2.95027 0.11
H 3.50989 7.06948 -3.09411 0.11
H 4.38438 4.80644 -2.62525 0.11
H 2.84556 2.99223 -1.97618 0.05
I 0.59741 0.10430 3.89485 0.88
C 1.14519 2.13664 4.28114 -1.18
I -0.48270 3.49132 4.21123 0.76
H 1.91444 2.36774 3.55041 -0.19
H 1.55481 2.14147 5.28408 -0.03
I 1.53631 2.46602 0.70121 0.63
I 4.32982 0.81043 3.48156 -0.18
C -4.91872 1.66478 1.52535 -0.01
C -4.44694 1.84827 0.12939 -0.17
C -2.99679 1.37768 -0.18168 -0.17
N -2.11615 1.14854 0.98236 0.03
C -2.63163 1.18130 2.15447 -0.16
C -4.03768 1.39785 2.48534 -0.03
H -5.97141 1.78857 1.75069 0.13
H -5.15155 1.41839 -0.58261 0.15
H -2.91258 0.48614 -0.80502 0.15
H -1.96271 0.97968 2.98591 0.00
H -4.32511 1.29643 3.52257 0.11
O -1.06355 -1.71086 1.16202 -0.35
P -0.48985 -3.10311 1.38587 0.58
N 1.07620 -3.03941 1.85549 -0.12
C 2.06106 -2.45007 0.95548 -0.37
C 3.39020 -2.62718 1.68446 -0.12
C 3.14272 -3.78108 2.65023 -0.14
C 1.70476 -3.53313 3.09402 -0.16
N -0.50411 -3.89215 -0.03875 -0.17
C 0.25911 -5.12148 -0.32684 -0.16
C -0.09011 -5.44673 -1.78824 -0.15
C -0.66422 -4.14349 -2.34472 -0.16
C -1.40749 -3.56201 -1.15034 -0.17
N -1.36607 -3.82854 2.54838 -0.18
C -1.89407 -3.07871 3.70795 -0.18
C -2.53833 -4.16916 4.55838 -0.16
C -1.64922 -5.38215 4.29601 -0.16
C -1.37299 -5.28233 2.79840 -0.19
H 2.49109 -0.65072 -0.02023 0.05
H 2.03476 -2.95828 -0.01478 0.14
H 3.59838 -1.70536 2.23791 0.01
H 4.21472 -2.80187 0.99421 0.13
H 3.84009 -3.78194 3.48558 0.12
H 3.21146 -4.74734 2.14351 0.12
H 1.67679 -2.76987 3.87680 0.08
H 1.19830 -4.42571 3.45750 0.10
H -0.02542 -5.94266 0.33256 0.10
H 1.32666 -4.93937 -0.18821 0.10
H -0.84480 -6.23311 -1.82477 0.11
H 0.77800 -5.79911 -2.34178 0.11
H -1.31053 -4.29676 -3.20740 0.12
H 0.14002 -3.46333 -2.63576 0.11
H -2.38586 -4.03729 -1.02434 0.13
H -1.54599 -2.48416 -1.21105 0.10
H -2.60248 -2.31954 3.37863 0.11
H -1.08648 -2.58086 4.25622 0.08
H -3.55328 -4.36301 4.20583 0.12
H -2.59274 -3.89272 5.60942 0.12
H -2.10755 -6.32943 4.57234 0.12
H -0.71448 -5.28336 4.85293 0.11
H -2.16620 -5.75928 2.21661 0.12
H -0.42374 -5.74485 2.52120 0.10
O 1.74631 -1.08005 0.71760 -0.27
N 3.43704 -0.10690 -0.86824 0.04
C 3.22937 0.03373 -2.18003 -0.10
C 4.10286 0.73319 -2.98749 -0.06
C 5.22667 1.30736 -2.40384 -0.05
C 5.43101 1.16587 -1.04211 -0.02
C 4.50756 0.44929 -0.29725 -0.13
H 2.32848 -0.42252 -2.57234 0.12
H 3.90467 0.82717 -4.04595 0.11
H 5.93117 1.86329 -3.00907 0.12
H 6.28300 1.60735 -0.54513 0.12
H 4.59011 0.35337 0.78357 -0.02
```

Entry from the OMol25 dataset: a structure of composition C35H29FeN2O6P2S (wB97M-V/def2-TZVPD).

Frontier orbital gap (alpha / beta), eV: 7.52 / 7.74
Electronic energy, eV: -115837.1418
ΔE to the lowest compared entry with this formula, charge and spin, kJ/mol: 0.00
Max |F|, hartree/bohr: 0.00587
Spin multiplicity: 5
Total charge: -1
LUMO level (alpha / beta), Eh: 0.080 / 0.080

The geometry in XYZ format:
```
76
Properties=species:S:1:pos:R:3:lowdin_charge:R:1
Fe 2.04638 -1.50309 -1.60873 0.71
O 4.52697 1.55882 -0.74136 0.04
C 3.71806 0.78259 -1.22751 -0.61
O 3.68166 -0.48937 -1.07748 -0.12
C 2.60898 1.34995 -2.11195 -0.19
C 2.56316 2.73616 -2.36839 0.00
C 1.55860 3.21980 -3.14682 -0.01
C 0.62289 2.32552 -3.71718 -0.16
C -0.42348 2.75174 -4.56917 -0.05
C -1.27183 1.83924 -5.12636 -0.08
C -1.10556 0.46092 -4.86540 -0.06
C -0.11370 0.01591 -4.03885 0.00
C 0.75910 0.94988 -3.43347 -0.20
N 1.73589 0.49802 -2.59028 0.12
H 3.32393 3.35649 -1.91824 0.11
H 1.46814 4.28063 -3.35334 0.11
H -0.53015 3.81112 -4.77286 0.11
H -2.07112 2.16896 -5.77832 0.10
H -1.77477 -0.25554 -5.32465 0.11
H 0.02231 -1.03827 -3.82095 0.09
C 1.76260 1.15526 1.79148 -0.17
N 0.55654 0.45083 1.29066 -0.50
P -0.23398 1.50415 0.11378 1.07
C -0.90075 2.76403 1.26956 -0.40
C -1.13913 2.53799 2.62234 -0.10
C -1.68313 3.53641 3.41706 -0.09
C -2.00319 4.77074 2.86625 -0.10
C -1.76595 5.00670 1.51952 -0.09
C -1.20736 4.01063 0.73041 -0.11
C -1.78408 0.60398 -0.27152 -0.36
C -3.03882 0.93564 0.24080 -0.09
C -4.15580 0.19199 -0.10970 -0.09
C -4.03322 -0.90183 -0.95777 -0.08
C -2.79246 -1.23600 -1.47824 -0.06
C -1.68481 -0.46877 -1.15430 -0.13
P 0.93811 -1.16494 0.75470 1.05
C 2.06787 -1.71355 2.08603 -0.34
C 3.41971 -1.86783 1.79287 -0.07
C 4.30569 -2.27496 2.78312 -0.07
C 3.84795 -2.52821 4.06601 -0.09
C 2.49823 -2.37939 4.36327 -0.09
C 1.61212 -1.97830 3.37722 -0.08
C -0.55070 -2.12634 1.17977 -0.35
C -0.60232 -3.43698 0.70852 -0.07
C -1.69712 -4.23378 1.01076 -0.07
C -2.74275 -3.72809 1.77048 -0.10
C -2.69079 -2.42255 2.24086 -0.09
C -1.59416 -1.62504 1.95098 -0.11
H 1.53751 2.21427 1.91694 0.07
H 2.62656 1.07446 1.12383 0.07
H 2.04293 0.75519 2.76480 0.08
H -0.88904 1.57240 3.04618 0.10
H -1.86055 3.34974 4.46913 0.10
H -2.42967 5.54874 3.48711 0.10
H -2.00642 5.96945 1.08601 0.10
H -1.00629 4.19805 -0.31936 0.10
H -3.14915 1.76836 0.92358 0.09
H -5.12497 0.45780 0.29552 0.10
H -4.90561 -1.49365 -1.20735 0.10
H -2.65799 -2.09338 -2.12568 0.11
H -0.72869 -0.76077 -1.56837 0.04
H 3.78420 -1.65655 0.79527 0.08
H 5.35455 -2.39390 2.54355 0.10
H 4.53929 -2.84843 4.83603 0.10
H 2.13557 -2.58588 5.36277 0.10
H 0.55852 -1.88085 3.60756 0.10
H 0.20657 -3.81955 0.09715 0.09
H -1.73633 -5.24745 0.63249 0.10
H -3.60391 -4.34800 1.98999 0.09
H -3.51036 -2.02019 2.82418 0.10
H -1.55560 -0.60015 2.29868 0.09
O 2.18146 -2.70840 -3.51380 -0.39
S 1.24577 -3.54610 -2.70546 0.27
O 0.93070 -4.83779 -3.25130 -0.32
O 1.91656 -3.60450 -1.33703 -0.44
O 0.05066 -2.66417 -2.45604 -0.43
```